# 1
{
  "formula": "C14H12N4O4S",
  "method": "the ωB97M-V functional and the def2-TZVPD basis",
  "symbols": ["S", "O", "O", "O", "O", "N", "N", "N", "N", "C", "C", "C", "C", "C", "C", "C", "C", "C", "C", "C", "C", "C", "C", "H", "H", "H", "H", "H", "H", "H", "H", "H", "H", "H", "H"],
  "xyz": [[1.209887, -0.965905, 1.330493], [-0.024445, -5.310057, -3.209751], [0.818576, -1.886870, 2.405048], [-1.906070, 0.634841, -0.024951], [1.745525, -5.338113, -1.926819], [-2.456890, -1.115663, -2.012646], [0.694491, -4.837060, -2.317202], [-3.061413, -1.260484, -3.290423], [-0.102719, 0.138907, 1.384417], [1.729313, 2.704102, 2.734270], [2.080868, 4.601966, 1.203742], [0.010596, 3.267709, 1.060924], [-0.942077, -0.076239, 0.298396], [0.991728, -3.065615, -0.643600], [0.592752, -1.859595, -0.082617], [-0.874195, -2.945731, -2.186098], [0.820117, 4.356322, 0.617019], [-0.572965, -1.231602, -0.544847], [-0.228894, 1.159951, 2.428039], [0.271017, -3.640667, -1.716382], [-1.320264, -1.793496, -1.580788], [2.528380, 3.741779, 2.232595], [0.497439, 2.430961, 2.090130], [0.195371, 0.692855, 3.326476], [2.089537, 2.055210, 3.536969], [-0.920760, 3.042873, 0.564448], [2.703633, 5.419728, 0.923775], [-2.933850, -0.419788, -3.847717], [3.497423, 3.888662, 2.692256], [-4.029913, -1.521262, -3.193718], [0.471317, 4.947235, -0.238665], [-1.290363, 1.354618, 2.664602], [1.919535, -3.507600, -0.223420], [-1.454743, -3.339206, -3.057641], [-2.747944, -0.322765, -1.396314]],
  "forces_ev_per_angstrom": [[-0.3, -0.9, 1.4], [1.0, 0.5, 1.1], [1.1, -0.4, 0.9], [0.9, -0.3, 1.3], [-0.8, 0.3, -0.3], [-0.5, 0.7, 0.7], [0.4, -2.3, -1.5], [1.1, -0.5, 0.7], [-0.6, -0.7, -2.6], [-0.4, 0.3, -1.4], [-1.1, -1.6, 0.7], [1.9, 0.6, 0.3], [-1.5, 1.7, -0.9], [1.8, -0.4, 0.7], [-2.0, 0.4, -1.8], [0.5, -2.3, -1.3], [-0.1, -0.7, 0.4], [1.3, -0.6, 1.5], [-0.2, -0.2, 0.5], [-1.5, 3.9, 1.6], [-1.3, 1.7, -0.9], [-0.7, 0.2, 0.2], [0.4, 0.6, -0.1], [-0.1, 0.2, -0.1], [-0.1, 0.2, -0.3], [-0.1, -0.1, 0.0], [0.2, 0.4, -0.4], [-0.2, -0.2, 0.3], [0.0, 0.2, -0.1], [-0.1, 0.1, 0.0], [0.1, -0.1, 0.5], [0.3, -0.4, -0.5], [-0.9, -0.1, -0.6], [0.7, 0.3, 1.0], [0.5, -0.9, -0.9]],
  "mulliken_charge": [0.370, -0.586, -0.588, -0.787, -0.588, -0.079, 0.958, -0.677, 0.308, -0.516, -0.515, -0.335, 1.025, -0.298, 0.196, -0.379, -0.521, 0.114, -1.500, -0.355, -0.182, -0.452, 0.935, 0.507, 0.347, 0.440, 0.414, 0.227, 0.355, 0.220, 0.344, 0.385, 0.418, 0.524, 0.270],
  "gap_ha": 0.2745,
  "total_charge": 0,
  "e_homo_ev": -8.8
}

---

# 2
{
  "formula": "C14H13AuN4O4S2",
  "method": "the ωB97M-V functional and the def2-TZVPD basis",
  "symbols": ["Au", "S", "S", "O", "O", "O", "O", "N", "N", "N", "N", "C", "C", "C", "C", "C", "C", "C", "C", "C", "C", "C", "C", "C", "C", "H", "H", "H", "H", "H", "H", "H", "H", "H", "H", "H", "H", "H"],
  "xyz": [[0.154586, -1.144290, 2.012678], [-2.894464, 1.893795, -3.201913], [0.734627, -2.812436, 3.554115], [-0.055102, 0.628509, 0.816597], [-2.189478, 3.034825, -2.624369], [-2.213562, 1.294701, -4.336193], [-4.318509, 2.100530, -3.363181], [3.090495, -1.704592, 2.609888], [2.298006, -0.905322, 1.880366], [-1.921555, -1.810167, 1.402425], [3.236995, -3.327900, 4.161332], [2.241035, 0.766249, 0.091857], [-1.647192, -1.254695, -0.949370], [-2.763192, 0.652634, -1.899166], [2.581822, 2.276898, -1.780048], [0.358348, 2.098537, -0.900361], [2.454743, -2.554070, 3.395595], [-3.287730, -0.053307, 0.345804], [0.818208, 1.133340, 0.069039], [-3.500299, 0.795937, -0.729845], [-1.864292, -0.400434, -2.020216], [1.208446, 2.627646, -1.812235], [-2.334614, -1.051561, 0.238970], [3.070287, 1.384047, -0.845171], [2.875586, -0.157567, 0.994319], [-0.910745, -2.051335, -1.016990], [3.955893, -0.256715, 0.915817], [2.837981, -4.045495, 4.737456], [-1.334033, -0.519353, -2.955963], [4.236128, -3.249248, 4.073723], [-0.701245, 2.310407, -0.916783], [-1.808518, -2.795497, 1.189157], [-2.565972, -1.725286, 2.179804], [3.257509, 2.706557, -2.507284], [0.830540, 3.296019, -2.573631], [4.123768, 1.133778, -0.844012], [-3.830126, 0.086804, 1.275086], [-4.224373, 1.598070, -0.667281]],
  "forces_ev_per_angstrom": [[0.1, -0.4, 0.0], [-0.2, 0.0, -0.3], [0.0, 0.0, 0.0], [0.0, 0.2, 0.0], [0.2, 0.0, 0.2], [0.0, 0.0, 0.1], [0.1, 0.0, 0.1], [-0.1, -0.2, 0.3], [-0.1, 0.3, -0.3], [0.1, 0.1, 0.1], [0.0, -0.1, 0.1], [0.0, 0.2, -0.1], [0.0, 0.0, 0.0], [0.1, -0.1, 0.0], [-0.2, 0.1, -0.1], [0.0, -0.1, 0.1], [0.2, 0.2, -0.2], [0.1, 0.0, 0.1], [0.1, -0.1, -0.1], [0.0, 0.1, 0.0], [-0.1, 0.0, 0.0], [0.2, 0.0, -0.1], [0.1, -0.1, -0.1], [0.0, -0.2, 0.2], [-0.1, -0.1, 0.1], [0.0, 0.0, 0.0], [0.0, 0.0, 0.0], [0.0, 0.0, 0.0], [0.0, 0.0, 0.0], [0.0, 0.0, 0.0], [-0.1, 0.1, -0.1], [0.0, 0.0, 0.0], [-0.1, 0.0, -0.1], [0.0, 0.0, 0.0], [-0.1, 0.0, 0.0], [0.0, 0.0, 0.0], [0.0, 0.0, 0.0], [0.0, 0.0, 0.0]],
  "mulliken_charge": [0.789, 1.356, -0.491, -0.823, -0.680, -0.738, -0.689, -1.043, 0.371, -0.563, -0.375, 0.544, -0.246, -0.514, -0.514, -0.624, 0.674, -0.714, 0.820, -0.562, -0.476, -0.542, 0.808, -0.722, -0.110, 0.392, 0.434, 0.179, 0.536, 0.248, 0.663, 0.334, 0.275, 0.415, 0.508, 0.359, 0.299, 0.419],
  "s2": 2.08,
  "gap_ha": [0.2517, 0.1591],
  "total_charge": 0,
  "spin_multiplicity": 3,
  "e_homo_ev": [-7.9, -7.9]
}

---

no.,strongest force on any atom (Eh/bohr)
1,0.087
2,0.008